{"formula": "C29H61ClN2O13S", "method": "ωB97M-V/def2-TZVPD", "species": ["H", "N", "C", "C", "C", "Cl", "C", "C", "C", "C", "C", "C", "C", "C", "C", "C", "C", "C", "C", "C", "N", "C", "C", "S", "O", "O", "O", "H", "H", "H", "H", "H", "H", "H", "H", "H", "H", "H", "H", "H", "H", "H", "H", "H", "H", "H", "H", "C", "O", "H", "H", "H", "H", "C", "O", "H", "H", "H", "H", "C", "O", "H", "H", "H", "H", "C", "O", "H", "H", "H", "H", "C", "O", "H", "H", "H", "H", "C", "O", "H", "H", "H", "H", "C", "O", "H", "H", "H", "H", "C", "O", "H", "H", "H", "H", "C", "O", "H", "H", "H", "H", "C", "O", "H", "H", "H", "H"], "positions_angstrom": [[-2.589, -0.201, -6.699], [-3.215, 0.287, -6.052], [-2.688, 0.350, -4.899], [-1.321, -0.267, -4.592], [-0.456, 0.567, -3.619], [0.469, 1.756, -4.645], [0.624, -0.272, -2.866], [0.790, 0.197, -1.419], [2.065, -0.290, -0.698], [3.193, -0.765, -1.581], [4.168, 0.107, -1.995], [5.230, -0.273, -2.768], [5.349, -1.583, -3.146], [4.383, -2.476, -2.760], [3.325, -2.078, -1.986], [2.322, -3.141, -1.573], [-0.506, -0.121, -0.613], [-0.661, -1.562, -0.213], [-1.200, -2.577, -0.996], [-1.301, -3.843, -0.480], [-0.906, -4.280, 0.718], [-0.398, -3.275, 1.436], [-0.271, -1.959, 1.062], [-1.900, 0.575, -1.514], [-2.486, 1.563, -0.670], [-2.856, -0.401, -1.932], [-1.237, 1.382, -2.740], [-3.275, 0.838, -4.123], [-0.801, -0.258, -5.550], [-1.440, -1.292, -4.236], [1.528, -0.198, -3.466], [0.288, -1.311, -2.939], [0.848, 1.290, -1.448], [2.447, 0.573, -0.147], [1.893, -1.060, 0.056], [4.081, 1.141, -1.666], [5.986, 0.451, -3.046], [6.199, -1.909, -3.733], [4.522, -3.505, -3.071], [1.299, -2.847, -1.799], [2.555, -4.073, -2.089], [2.404, -3.328, -0.497], [-0.421, 0.459, 0.306], [-1.542, -2.376, -2.002], [-1.760, -4.599, -1.119], [-0.048, -3.542, 2.433], [0.134, -1.235, 1.760], [1.847, 3.088, 1.232], [0.885, 2.048, 1.356], [2.843, 2.644, 1.219], [1.684, 3.638, 0.303], [1.763, 3.766, 2.084], [0.018, 2.477, 1.368], [-3.275, -7.800, -0.377], [-2.700, -7.412, -1.619], [-4.318, -7.493, -0.374], [-3.222, -8.886, -0.254], [-2.757, -7.313, 0.454], [-1.777, -7.687, -1.607], [3.145, 4.531, -3.655], [2.194, 3.853, -2.844], [3.776, 5.134, -3.007], [3.770, 3.814, -4.195], [2.640, 5.187, -4.370], [1.640, 3.321, -3.429], [-4.105, 2.393, 2.145], [-4.362, 2.930, 3.450], [-3.319, 1.646, 2.224], [-5.006, 1.922, 1.748], [-3.776, 3.185, 1.471], [-5.058, 3.584, 3.357], [-1.018, 4.962, 3.329], [-0.823, 4.512, 1.992], [-0.863, 4.120, 3.999], [-0.302, 5.752, 3.574], [-2.036, 5.339, 3.461], [-0.958, 5.265, 1.407], [-3.270, 0.896, 6.227], [-3.173, 0.428, 4.888], [-3.092, 0.056, 6.895], [-2.521, 1.669, 6.418], [-4.267, 1.300, 6.417], [-3.333, 1.181, 4.312], [0.586, 7.754, 0.880], [0.625, 6.477, 0.245], [0.656, 7.600, 1.955], [1.427, 8.369, 0.552], [-0.352, 8.268, 0.653], [0.563, 6.625, -0.704], [1.009, -8.986, -2.959], [0.464, -7.932, -2.168], [0.423, -9.061, -3.871], [2.048, -8.770, -3.216], [0.955, -9.935, -2.420], [0.987, -7.872, -1.364], [3.799, 4.734, 4.093], [2.887, 4.107, 4.988], [4.459, 5.375, 4.672], [4.395, 3.978, 3.574], [3.253, 5.342, 3.365], [2.309, 3.542, 4.465], [-3.670, -3.198, 5.366], [-2.392, -3.212, 4.741], [-3.977, -4.227, 5.539], [-3.613, -2.671, 6.322], [-4.398, -2.707, 4.715], [-2.141, -2.294, 4.596]], "forces_ev_per_angstrom": [[-0.1, 0.1, -0.1], [0.2, 0.0, 0.3], [0.0, -0.3, -0.7], [-0.4, 1.0, 0.0], [0.8, -0.4, -0.5], [-0.5, 0.2, 0.1], [-0.8, -0.1, -0.4], [-0.1, -0.1, -0.3], [0.6, 0.1, 0.2], [-0.3, 0.0, 0.0], [-0.3, 1.5, 0.5], [0.8, 0.6, -0.3], [0.6, -0.1, -0.5], [0.7, -0.5, -0.5], [-1.3, -1.4, 0.4], [0.5, 0.2, 0.1], [1.1, -0.2, -0.4], [-0.5, -0.4, 0.1], [0.3, 0.9, -0.2], [-0.7, -1.8, -0.8], [0.1, 1.5, -0.4], [0.5, -0.9, 1.5], [0.0, 0.8, -0.4], [-1.7, 0.5, 2.0], [0.6, 1.0, 0.0], [0.8, -0.6, -1.2], [0.0, -0.8, 0.3], [0.2, -0.1, 0.1], [0.1, -0.4, 0.1], [0.0, 0.1, 0.1], [0.1, 0.0, 0.3], [0.2, 0.0, 0.3], [0.1, -0.1, 0.0], [-0.1, -0.1, 0.1], [-0.4, 0.0, -0.2], [0.1, 0.0, -0.1], [0.0, 0.0, 0.0], [0.0, 0.0, 0.0], [-0.3, -0.1, 0.1], [0.0, -0.1, 0.1], [-0.2, 0.0, 0.0], [-0.2, 0.0, -0.1], [-0.3, 0.2, -0.2], [-0.1, -0.2, 0.1], [0.1, 0.0, 0.1], [-0.1, 0.0, -0.1], [0.0, -0.1, 0.0], [-0.2, 0.0, 0.0], [-0.2, -0.2, 0.0], [-0.1, -0.1, 0.0], [0.2, 0.2, 0.1], [0.1, 0.2, -0.1], [0.1, 0.2, 0.1], [0.3, 0.0, -0.1], [-0.1, 0.0, 0.1], [0.0, 0.0, 0.0], [-0.1, 0.0, 0.1], [-0.1, 0.0, 0.1], [0.2, 0.1, -0.2], [-0.2, -0.2, 0.0], [0.0, 0.1, 0.1], [0.0, 0.0, 0.0], [0.1, 0.1, -0.1], [0.1, 0.1, 0.0], [0.0, 0.0, 0.2], [-0.3, 0.3, 0.0], [0.2, -0.2, 0.0], [0.0, 0.0, 0.0], [0.1, -0.1, -0.1], [0.1, -0.1, -0.1], [0.0, 0.0, 0.1], [0.0, 0.1, -0.3], [-0.2, -0.2, 0.2], [0.0, 0.0, 0.0], [0.0, 0.0, 0.1], [0.0, 0.0, 0.2], [0.3, -0.1, -0.2], [0.0, 0.1, -0.3], [0.2, -0.2, 0.1], [0.0, 0.0, 0.0], [0.0, 0.0, 0.1], [0.0, 0.0, 0.1], [-0.2, 0.1, 0.0], [0.0, -0.1, -0.3], [-0.1, 0.1, 0.1], [0.0, -0.1, 0.0], [0.0, 0.1, 0.1], [0.0, 0.1, 0.1], [0.0, -0.1, 0.0], [0.1, 0.1, 0.2], [-0.1, 0.0, 0.0], [0.0, 0.1, 0.0], [0.0, -0.1, -0.1], [0.0, -0.1, -0.1], [0.0, 0.1, 0.0], [-0.3, -0.3, 0.0], [0.1, 0.1, 0.0], [0.0, 0.0, 0.1], [0.1, 0.1, -0.1], [0.2, 0.1, -0.1], [0.0, 0.0, 0.0], [0.2, 0.3, -0.2], [0.0, -0.1, 0.0], [0.1, 0.0, 0.0], [-0.2, 0.0, 0.0], [-0.1, 0.0, 0.1], [0.0, 0.0, 0.0]], "lowdin_charge": [0.047, 0.099, -0.222, -0.155, -0.737, 0.781, -0.124, -0.226, -0.067, -0.202, -0.045, -0.091, -0.091, -0.056, -0.225, -0.013, -0.219, -0.201, -0.041, -0.135, 0.097, -0.144, -0.024, 0.677, -0.247, -0.233, -0.233, 0.104, 0.098, 0.119, 0.110, 0.108, 0.144, 0.107, 0.111, 0.120, 0.106, 0.106, 0.113, 0.054, 0.079, 0.093, 0.114, 0.101, 0.110, 0.111, 0.126, -0.135, -0.139, 0.079, 0.080, 0.056, 0.060, -0.162, -0.137, 0.075, 0.073, 0.073, 0.036, -0.160, -0.164, 0.076, 0.076, 0.076, -0.040, -0.136, -0.137, 0.071, 0.087, 0.075, 0.078, -0.130, -0.139, 0.081, 0.072, 0.076, 0.061, -0.151, -0.133, 0.070, 0.077, 0.079, 0.024, -0.142, -0.132, 0.072, 0.079, 0.080, 0.083, -0.146, -0.130, 0.080, 0.076, 0.077, 0.080, -0.164, -0.126, 0.077, 0.076, 0.067, 0.058, -0.162, -0.134, 0.075, 0.069, 0.077, 0.058], "gap_ev": 9.6, "spin_multiplicity": 1, "energy_ev": -84012.7909, "smiles": "[H]/N=C\\C[C@]1(Cl)C[C@H](Cc2ccccc2C)[C@H](c2ccncc2)S(=O)(=O)O1.CO.CO.CO.CO.CO.CO.CO.CO.CO.CO", "total_charge": 0}

{"formula": "C29H61F3I2NbO11S8", "method": "ωB97M-V/def2-TZVPD", "species": ["O", "C", "I", "C", "Nb", "C", "C", "O", "I", "C", "C", "O", "C", "C", "C", "C", "C", "C", "C", "F", "F", "F", "H", "H", "H", "H", "H", "H", "H", "H", "H", "H", "H", "H", "H", "C", "S", "O", "C", "H", "H", "H", "H", "H", "H", "C", "S", "O", "C", "H", "H", "H", "H", "H", "H", "C", "S", "O", "C", "H", "H", "H", "H", "H", "H", "C", "S", "O", "C", "H", "H", "H", "H", "H", "H", "C", "S", "O", "C", "H", "H", "H", "H", "H", "H", "C", "S", "O", "C", "H", "H", "H", "H", "H", "H", "C", "S", "O", "C", "H", "H", "H", "H", "H", "H", "C", "S", "O", "C", "H", "H", "H", "H", "H", "H"], "positions_angstrom": [[1.966, 2.654, -0.777], [1.207, 2.165, 0.083], [1.900, 0.503, 1.378], [-0.300, 2.629, 0.325], [-1.400, 3.406, -1.524], [-1.371, 1.398, -2.584], [-1.005, 0.151, -1.670], [0.191, -0.285, -1.727], [-2.361, -0.925, -0.356], [-3.356, 2.991, -0.429], [-4.662, 3.666, -1.105], [-4.618, 4.773, -1.705], [-6.034, 2.821, -0.904], [-7.051, 2.530, -2.033], [-8.295, 1.649, -1.637], [-8.496, 1.076, -0.189], [-7.469, 1.403, 0.944], [-6.246, 2.269, 0.558], [-1.419, 5.503, -0.593], [-1.976, 6.437, -1.558], [-0.068, 5.938, -0.284], [-2.238, 5.577, 0.588], [-0.354, 3.485, 1.107], [-0.958, 1.784, 0.772], [-2.284, 4.085, -2.992], [0.181, 3.887, -2.334], [-0.569, 1.446, -3.420], [-2.377, 1.188, -3.121], [-3.295, 3.204, 0.707], [-3.541, 1.849, -0.507], [-6.897, 2.939, -3.099], [-9.057, 1.391, -2.449], [-9.379, 0.409, 0.103], [-7.542, 1.020, 2.014], [-5.467, 2.502, 1.375], [-3.456, 2.189, -6.864], [-4.513, 1.270, -5.726], [-3.623, 0.572, -4.750], [-5.060, 0.042, -6.933], [-2.972, 2.996, -6.311], [-2.694, 1.527, -7.281], [-4.065, 2.613, -7.664], [-4.197, -0.484, -7.345], [-5.615, 0.539, -7.731], [-5.713, -0.671, -6.429], [1.335, -6.018, -0.722], [1.272, -4.518, 0.283], [0.143, -4.675, 1.253], [0.702, -3.434, -1.043], [1.637, -6.850, -0.083], [0.350, -6.224, -1.145], [2.067, -5.891, -1.521], [-0.243, -3.803, -1.446], [1.456, -3.395, -1.830], [0.554, -2.433, -0.634], [-0.028, -6.332, -6.125], [0.229, -4.957, -4.982], [1.075, -5.461, -3.857], [-1.474, -4.890, -4.390], [0.927, -6.578, -6.592], [-0.401, -7.203, -5.582], [-0.742, -6.036, -6.896], [-1.756, -5.851, -3.956], [-2.139, -4.643, -5.219], [-1.546, -4.114, -3.627], [6.210, 0.772, 4.113], [4.816, 1.125, 5.205], [3.572, 0.701, 4.494], [4.931, 2.922, 5.073], [6.308, -0.309, 4.014], [6.032, 1.211, 3.130], [7.125, 1.179, 4.546], [4.834, 3.225, 4.028], [5.887, 3.256, 5.474], [4.122, 3.365, 5.654], [7.995, 5.381, 6.385], [6.601, 5.733, 7.477], [5.357, 5.307, 6.767], [6.712, 7.531, 7.341], [8.095, 4.299, 6.288], [7.817, 5.819, 5.400], [8.910, 5.791, 6.818], [6.615, 7.832, 6.297], [7.670, 7.868, 7.742], [5.901, 7.972, 7.923], [9.027, -0.627, 0.995], [9.816, -1.025, 2.570], [9.351, -0.018, 3.571], [11.484, -0.554, 2.063], [7.956, -0.811, 1.089], [9.194, 0.423, 0.750], [9.436, -1.266, 0.211], [11.497, 0.492, 1.750], [11.810, -1.195, 1.242], [12.155, -0.686, 2.913], [-1.643, 0.647, 3.660], [-3.265, -0.118, 3.452], [-3.888, 0.477, 2.229], [-4.028, 0.672, 4.886], [-0.999, 0.323, 2.841], [-1.739, 1.735, 3.637], [-1.209, 0.328, 4.610], [-3.973, 1.758, 4.786], [-3.513, 0.352, 5.794], [-5.073, 0.365, 4.936], [-5.641, -7.542, -2.676], [-4.469, -6.754, -1.550], [-3.617, -5.835, -2.363], [-3.501, -8.242, -1.222], [-6.332, -6.783, -3.043], [-5.107, -7.986, -3.519], [-6.200, -8.311, -2.139], [-3.102, -8.641, -2.156], [-4.132, -8.987, -0.734], [-2.676, -7.978, -0.559]], "forces_ev_per_angstrom": [[-2.7, -2.2, 3.9], [0.5, 2.4, -2.9], [-0.1, 0.5, -0.3], [0.9, -0.5, 1.2], [-0.7, -2.7, -0.4], [-0.6, -2.0, -0.3], [5.3, 0.0, -2.5], [-5.0, 1.5, 0.7], [0.2, 0.5, -0.5], [-1.9, 0.2, 0.2], [0.4, 1.7, -0.3], [-0.7, -4.0, 2.0], [-1.9, -1.4, 0.8], [-0.6, -1.4, 4.1], [2.3, 0.5, 2.3], [2.9, 2.1, -0.4], [1.0, 1.7, -4.3], [-2.3, -0.9, -2.0], [-0.1, 0.8, -0.7], [1.3, -1.0, 2.6], [-2.9, 0.1, 0.0], [1.9, 0.9, -1.7], [0.4, -1.3, -1.2], [1.3, 1.1, -0.6], [0.4, -0.1, -0.1], [-0.4, 0.8, 0.3], [-1.1, -0.2, 1.5], [1.4, 0.5, 1.0], [-0.3, -0.1, -1.8], [0.5, 1.6, 0.2], [-0.3, -0.8, 2.0], [1.2, 0.4, 1.4], [1.4, 1.2, -0.8], [-0.1, 0.5, -1.8], [-1.3, -0.5, -1.7], [0.1, 0.0, -0.1], [0.2, 0.0, 0.3], [-0.4, 0.1, -0.6], [0.0, -0.1, -0.1], [-0.1, -0.1, 0.1], [-0.1, 0.0, 0.1], [0.0, 0.0, 0.1], [0.0, 0.1, 0.1], [0.0, 0.0, 0.1], [0.1, 0.1, 0.1], [0.0, -0.2, 0.1], [-0.3, 0.1, -0.2], [0.2, -0.1, -0.2], [0.0, 0.1, 0.1], [0.0, 0.1, 0.1], [0.0, 0.1, 0.0], [-0.1, 0.1, 0.0], [0.0, -0.1, 0.1], [0.0, -0.1, 0.1], [0.1, -0.1, 0.0], [0.0, -0.2, 0.0], [-0.1, 0.1, 0.2], [-0.2, -0.1, -0.3], [0.1, -0.1, 0.0], [0.0, 0.1, 0.1], [0.0, 0.1, 0.1], [0.0, 0.1, 0.1], [0.1, 0.1, 0.0], [0.1, 0.0, 0.0], [0.1, -0.1, -0.1], [0.0, 0.0, 0.0], [-0.2, 0.1, -0.3], [0.4, 0.1, 0.3], [-0.1, -0.1, -0.2], [0.0, 0.1, 0.1], [-0.1, 0.0, 0.1], [0.0, -0.1, 0.0], [0.0, -0.1, 0.0], [-0.1, -0.1, 0.0], [0.1, -0.1, 0.0], [0.0, 0.0, -0.1], [-0.3, 0.0, -0.1], [0.5, 0.3, 0.3], [0.0, 0.1, -0.1], [-0.1, 0.1, 0.1], [-0.1, 0.0, 0.1], [-0.1, 0.0, 0.0], [0.0, -0.1, 0.0], [0.0, -0.1, 0.0], [0.0, -0.1, 0.0], [0.0, 0.1, 0.0], [-0.1, 0.2, 0.1], [0.2, -0.2, -0.3], [0.1, 0.1, 0.0], [0.1, 0.0, 0.1], [0.0, 0.0, 0.1], [0.0, 0.0, 0.1], [-0.1, 0.0, 0.0], [-0.1, 0.0, 0.0], [-0.1, 0.0, 0.0], [0.0, 0.0, 0.0], [0.1, 0.2, -0.2], [0.0, 0.0, 0.6], [-0.1, 0.1, 0.1], [-0.1, -0.1, 0.0], [-0.1, 0.0, 0.0], [0.0, -0.1, -0.1], [0.0, -0.1, -0.1], [0.0, 0.0, -0.1], [0.1, 0.0, -0.1], [0.0, -0.1, -0.1], [0.2, 0.2, -0.1], [-0.3, -0.5, 0.1], [0.1, -0.1, 0.0], [0.1, 0.0, 0.1], [0.0, 0.1, 0.1], [0.0, 0.1, 0.0], [0.0, 0.1, 0.0], [0.0, 0.1, 0.0], [-0.1, 0.1, 0.0]], "lowdin_charge": [-0.104, -0.814, 0.749, -0.368, 1.609, -0.366, -0.831, -0.173, 0.868, -0.295, -0.377, -0.030, -0.088, -0.017, -0.084, -0.090, -0.071, -0.018, -0.515, -0.091, -0.085, -0.065, 0.074, 0.015, -0.089, -0.075, 0.072, 0.024, 0.066, 0.016, 0.099, 0.069, 0.072, 0.081, 0.088, -0.265, 0.809, -0.554, -0.278, 0.053, 0.057, 0.049, 0.054, 0.047, 0.047, -0.286, 0.799, -0.574, -0.276, 0.040, 0.045, 0.037, 0.045, 0.057, -0.001, -0.281, 0.820, -0.564, -0.267, 0.044, 0.053, 0.048, 0.035, 0.057, 0.050, -0.284, 0.803, -0.616, -0.278, 0.046, 0.060, 0.037, 0.066, 0.018, 0.045, -0.272, 0.817, -0.551, -0.274, 0.044, 0.062, 0.051, 0.059, 0.049, 0.049, -0.266, 0.809, -0.562, -0.278, 0.053, 0.059, 0.052, 0.056, 0.050, 0.047, -0.267, 0.782, -0.639, -0.278, -0.009, 0.062, 0.057, 0.056, 0.048, 0.043, -0.277, 0.826, -0.550, -0.269, 0.049, 0.054, 0.049, 0.055, 0.050, 0.052], "gap_ev": 7.1, "spin_multiplicity": 1, "energy_ev": -166154.4554, "total_charge": -1}